This record from OMol25 describes a molecular structure, C6H12N2P in a non-equilibrium geometry. The level of theory is ωB97M-V/def2-TZVPD.

CARTESIAN COORDINATES (ANGSTROEM)
C1 0.955 -0.771 1.164
C2 -0.104 0.173 -0.620
C3 1.223 -0.785 2.571
C4 -1.559 1.912 -2.430
C5 -0.899 0.834 1.646
C6 1.357 -1.819 -2.588
N1 1.718 -1.220 0.233
N2 -0.039 0.117 0.693
P1 1.419 -0.531 -1.228
H1 0.336 -1.155 3.271
H2 1.368 0.155 3.048
H3 2.090 -1.328 2.930
H4 -2.506 2.218 -1.976
H5 -1.633 0.860 -2.829
H6 -0.594 2.366 -2.564
H7 -1.151 0.029 2.359
H8 -1.853 1.157 1.206
H9 -0.301 1.736 2.171
H10 0.343 -2.096 -2.725
H11 1.882 -2.748 -2.292
H12 1.863 -1.344 -3.376

Total charge   +1
Energy relative to the best compared isomer or geometry (same formula, charge and spin)   121.41 kcal/mol
E_LUMO (spin up / spin down)   -0.1647 / -0.2238 Eh
Energy   -18673.62660 eV
Highest occupied orbital energy (spin up / spin down)   -0.49017 / -0.47380 Eh
Orbital gap (spin up / spin down)   8.86 / 6.80 eV

Here are the Mulliken charges for atoms 1 to 4, given in e: atom 1 (C): 0.8229, atom 2 (C): 0.1417, atom 3 (C): -1.3811, atom 4 (C): -0.6560